{
  "formula": "C36H56OP3PdSi",
  "method": "wB97M-V/def2-TZVPD",
  "s_squared": 2.0063,
  "homo_ha": [-0.2874, -0.4075],
  "multiplicity": 3,
  "charge": 1,
  "gap_ev": [5.975, 7.225],
  "lumo_energy_ev": [-1.8, -3.9],
  "species": ["H", "H", "C", "H", "C", "H", "C", "C", "H", "C", "H", "H", "H", "C", "H", "C", "H", "H", "C", "Si", "C", "C", "H", "H", "H", "H", "P", "H", "C", "H", "C", "H", "C", "H", "C", "H", "H", "C", "H", "C", "Pd", "H", "H", "H", "H", "H", "H", "H", "H", "H", "H", "H", "H", "C", "H", "C", "H", "C", "H", "H", "C", "C", "H", "C", "C", "C", "H", "H", "C", "H", "H", "H", "H", "C", "H", "H", "C", "C", "H", "H", "C", "C", "H", "C", "H", "H", "H", "P", "C", "H", "H", "C", "P", "C", "O", "C", "H", "C"],
  "xyz": [[-3.134, -0.138, -1.301], [-0.837, 2.530, -4.623], [0.606, 3.818, 0.926], [-3.617, -2.418, -1.542], [0.842, -1.994, -4.621], [2.697, 0.502, 3.215], [1.062, 4.810, 2.000], [-2.951, -0.142, -2.380], [-0.818, -4.495, 2.389], [3.560, 2.553, 0.867], [-1.498, -0.506, 3.111], [-4.059, -3.259, 3.365], [1.094, -0.245, 3.251], [1.364, -2.319, 0.943], [1.265, -5.502, 3.170], [4.102, 0.095, -0.280], [-0.090, 2.422, 4.922], [0.657, -2.293, -5.645], [-3.244, -3.475, 2.670], [1.367, -0.797, -0.135], [2.802, 0.361, 0.168], [2.519, -4.048, 2.206], [-2.720, -1.208, 4.185], [0.987, 5.826, 1.608], [6.115, 0.809, -0.510], [3.443, -4.493, 2.555], [-0.427, 0.979, -2.045], [0.724, 1.725, -4.848], [-2.117, -3.421, -0.330], [4.323, -0.855, -0.758], [0.398, -0.498, -2.772], [-1.202, -2.056, 3.876], [0.432, 2.433, -2.813], [-3.243, 0.800, 2.199], [-0.284, 2.180, 3.875], [-2.863, 2.537, -1.439], [-2.538, -4.107, 3.207], [0.209, 2.533, -4.325], [-0.497, -0.341, -4.733], [1.931, 2.459, -2.529], [-0.641, 0.368, 0.291], [-2.467, -1.083, -2.639], [-3.288, 2.096, 1.376], [2.235, -3.582, -4.238], [-2.281, 3.225, -2.958], [-1.496, 4.033, 1.431], [-1.621, -4.489, -2.134], [-0.942, 5.129, 0.165], [2.418, 1.565, -2.926], [-4.007, -4.081, -1.139], [1.215, 3.957, 0.027], [1.711, 0.587, 4.680], [2.088, 4.666, 2.333], [-1.222, -3.661, -1.544], [-3.666, -4.051, 1.849], [1.724, -2.718, -3.830], [-0.200, -3.914, -1.260], [-3.567, -3.160, -0.749], [2.162, 2.526, -1.471], [2.371, 3.326, -3.026], [2.534, 1.616, 0.739], [0.118, -4.031, 2.115], [-0.034, 3.301, -2.334], [1.932, -2.342, -2.510], [-1.977, -1.437, 3.417], [0.190, -0.886, -4.097], [1.709, 2.758, 3.377], [-1.944, 0.950, -3.895], [0.127, -2.873, 1.335], [0.642, 3.472, -4.674], [-0.904, 1.286, 3.857], [-1.183, -2.779, -2.193], [-3.919, -0.107, -2.885], [5.117, 1.033, -0.154], [-1.217, 3.419, -0.202], [-2.088, -4.317, 0.297], [-2.100, 1.039, -2.820], [1.037, 1.930, 3.145], [5.624, 3.009, 0.519], [-4.203, -2.814, 0.066], [-2.791, 2.368, -2.516], [1.300, -4.611, 2.554], [3.504, -2.490, 1.125], [2.545, -2.919, 1.399], [-0.864, 3.001, 3.447], [-3.430, -1.516, 1.857], [-3.810, 2.351, -2.909], [-1.455, -2.096, 0.781], [-2.617, -2.151, 2.229], [3.366, 3.530, 1.291], [0.417, 4.755, 2.880], [4.842, 2.266, 0.424], [0.832, 2.010, 1.314], [1.276, -1.240, -1.957], [-2.887, 1.221, 1.408], [1.680, 0.618, 3.589], [2.596, -2.938, -1.890], [-0.849, 4.112, 0.553]]
}

{
  "formula": "C36H57Br2F4INO14",
  "method": "wB97M-V/def2-TZVPD",
  "homo_ha": -0.4345,
  "charge": 1,
  "gap_ev": 8.856,
  "lumo_energy_ev": -3.0,
  "species": ["I", "Br", "C", "C", "H", "C", "O", "H", "H", "H", "O", "C", "C", "H", "O", "H", "C", "H", "H", "C", "H", "H", "O", "H", "H", "F", "O", "H", "C", "C", "F", "H", "H", "O", "H", "H", "H", "O", "C", "C", "H", "C", "O", "C", "H", "H", "O", "H", "H", "O", "H", "C", "H", "C", "H", "H", "O", "C", "H", "C", "H", "H", "C", "C", "O", "H", "C", "H", "H", "H", "C", "C", "H", "H", "H", "H", "H", "H", "F", "O", "C", "C", "H", "Br", "C", "C", "H", "H", "C", "F", "H", "H", "C", "C", "C", "H", "O", "C", "C", "H", "H", "H", "C", "H", "H", "H", "H", "C", "C", "N", "C", "H", "H", "H", "H"],
  "xyz": [[0.440, 0.806, -2.685], [-1.483, 2.716, -1.242], [2.066, 5.512, 3.022], [-0.592, 2.146, 1.411], [-1.808, -6.016, 3.663], [0.685, 6.813, -8.780], [-6.225, -2.140, -1.484], [-9.029, -3.617, -2.652], [4.095, -2.529, -0.761], [-0.071, -6.286, 3.647], [-0.464, -8.470, 0.580], [4.818, 1.438, -3.305], [1.693, 7.046, 1.281], [1.320, 8.000, 0.948], [1.050, -7.150, 1.612], [2.767, -4.112, 1.462], [-1.263, -1.614, 6.420], [0.967, -1.081, -0.915], [2.974, 3.664, 2.490], [3.225, -2.675, -0.124], [-2.671, 2.751, 1.222], [-0.420, -2.249, 6.144], [0.826, 6.604, -7.371], [0.175, -9.858, -0.756], [2.336, 3.110, -1.962], [4.487, -1.173, 1.179], [-3.472, -3.529, 3.398], [0.153, -4.691, 1.730], [-1.884, -0.991, 5.188], [2.604, 4.616, 2.150], [5.315, 0.251, -3.649], [2.248, 0.114, 1.420], [-8.868, -2.816, -1.085], [2.563, 5.226, -7.799], [-0.244, 7.358, -8.923], [2.885, -4.772, -0.135], [0.632, 5.867, -9.313], [4.401, 3.846, -0.396], [-6.996, -3.189, -2.095], [3.221, -1.541, 0.879], [1.415, -9.359, 0.407], [-0.928, -6.036, 3.022], [-4.101, -2.543, 5.333], [-4.598, -4.413, 3.506], [-4.665, -4.951, 2.565], [-1.984, -2.238, 6.947], [3.705, 1.339, -2.522], [-8.646, -1.887, -2.562], [1.876, 2.092, 0.853], [1.886, 5.740, -5.704], [-6.439, -0.599, 2.034], [2.142, 3.168, -0.897], [-1.298, 0.633, 0.082], [1.596, 6.716, 2.599], [3.164, -0.515, -1.894], [4.176, 6.627, -4.683], [-5.494, -1.091, 0.254], [2.665, 4.963, 0.834], [3.002, 3.986, -5.712], [3.746, 0.332, -1.531], [1.162, 7.380, 3.327], [0.360, -0.798, 0.710], [-2.016, 2.291, 1.953], [0.721, 0.992, -0.507], [-2.224, -1.975, 4.202], [3.968, 1.154, 0.388], [3.341, -4.057, 0.541], [-4.730, -0.159, 1.891], [-4.439, -5.123, 4.316], [-2.756, -0.389, 5.444], [3.209, 3.994, -0.185], [-8.473, -2.860, -2.100], [2.779, -1.914, 1.801], [-2.409, 1.294, 2.143], [-2.040, 2.833, 2.892], [-6.627, -3.268, -3.116], [0.946, -8.271, -0.929], [1.513, 7.411, -9.155], [4.452, 2.086, -4.417], [-6.780, -2.920, 0.565], [1.070, -0.465, -0.036], [-6.227, -2.132, -0.156], [4.587, 5.864, -6.212], [0.357, 1.014, 2.701], [3.124, 0.821, -0.205], [2.223, 6.171, 0.385], [2.366, -2.684, -0.789], [-6.798, -4.138, -1.599], [1.832, 5.800, -7.036], [5.762, 2.158, -2.702], [-0.914, -0.840, 7.104], [4.751, -0.014, -1.319], [0.593, -9.014, -0.216], [-3.348, -2.667, 4.407], [-0.080, -7.529, 1.437], [-0.669, -3.900, 3.087], [-1.165, -7.077, 2.066], [1.967, 1.836, -0.212], [4.266, 5.665, -5.191], [-0.167, 3.145, 1.395], [-1.593, -4.479, 1.692], [2.284, 6.454, -0.654], [-0.654, 1.506, 0.024], [-1.167, -0.350, 4.682], [-5.519, -3.858, 3.665], [1.999, 5.230, 4.063], [-5.172, -1.852, 2.164], [-0.749, -4.696, 2.346], [2.943, 4.931, -5.173], [2.437, -0.319, 0.502], [-5.467, -0.928, 1.671], [2.657, 4.705, -4.144], [4.376, -4.347, 0.667], [5.038, 5.075, -4.696], [1.200, 3.704, -0.794]]
}